No. 1
{"formula": "C34H53BN2O5S", "method": "the ωB97M-V functional and the def2-TZVPD basis", "homo_lumo_gap_ev": 8.12, "lumo_ev": 0.418, "elements": ["C", "C", "O", "C", "O", "C", "C", "C", "C", "C", "C", "C", "C", "C", "C", "C", "C", "O", "N", "C", "C", "C", "C", "C", "C", "C", "C", "C", "C", "C", "C", "C", "C", "C", "C", "C", "O", "C", "C", "B", "N", "O", "S", "H", "H", "H", "H", "H", "H", "H", "H", "H", "H", "H", "H", "H", "H", "H", "H", "H", "H", "H", "H", "H", "H", "H", "H", "H", "H", "H", "H", "H", "H", "H", "H", "H", "H", "H", "H", "H", "H", "H", "H", "H", "H", "H", "H", "H", "H", "H", "H", "H", "H", "H", "H", "H"], "xyz": [[13.1469, 0.3412, 2.7133], [12.5092, 1.1438, 1.5536], [11.6004, 0.3346, 0.7877], [10.2989, 0.7568, 0.9246], [9.7612, 0.8078, 2.0158], [9.5126, 1.1131, -0.3347], [8.5292, -0.0446, -0.6155], [7.3797, 0.3014, -1.6088], [6.0136, 0.0423, -0.9672], [5.7867, -1.2630, -0.5549], [4.5844, -1.5770, 0.0008], [3.5968, -0.6303, 0.1622], [3.8329, 0.6511, -0.2519], [5.0416, 1.0154, -0.8353], [5.1467, 2.4715, -1.2865], [6.3870, 3.2483, -0.7971], [7.0976, 3.8763, -2.0357], [5.9545, 4.3397, 0.0154], [2.3674, -1.0070, 0.7530], [1.7278, -2.1004, 0.1318], [2.4534, -3.2659, -0.0310], [1.9373, -4.3892, -0.6123], [0.6354, -4.3565, -1.0618], [-0.1205, -3.2139, -0.9456], [-1.5296, -3.1817, -1.4809], [-2.6189, -3.4258, -0.3897], [-3.8494, -2.4935, -0.5129], [-5.1203, -3.3130, -0.1801], [-6.4156, -2.5400, -0.4908], [-6.8436, -1.5818, 0.6591], [-8.3008, -1.8188, 1.1371], [-9.0748, -0.4898, 1.3584], [-10.0947, -0.1937, 0.2264], [-10.2957, 1.3202, -0.0460], [-11.7152, 1.8266, 0.3131], [-11.6633, 3.1596, 1.0741], [-10.9549, 4.0842, 0.2736], [-11.1923, 5.4355, 0.6225], [0.4273, -2.0934, -0.3308], [-0.4986, -0.8043, -0.1963], [-1.0708, -0.4200, 1.1149], [-0.7532, -0.0383, -1.3139], [4.1499, -3.2260, 0.5403], [12.5176, -0.5203, 2.9353], [14.1505, 0.0360, 2.4102], [13.2178, 0.9705, 3.6033], [12.0149, 2.0120, 1.9968], [13.2916, 1.5170, 0.8879], [10.2056, 1.2844, -1.1657], [9.0255, 2.0680, -0.1289], [8.1355, -0.3684, 0.3506], [9.1278, -0.8715, -1.0124], [7.4758, 1.2848, -2.0574], [7.4594, -0.4194, -2.4327], [6.5477, -2.0265, -0.6739], [3.0420, 1.3885, -0.1268], [4.2594, 2.9981, -0.9238], [5.0522, 2.4705, -2.3792], [7.0583, 2.5688, -0.2707], [7.0707, 3.1283, -2.8321], [8.1313, 4.1312, -1.7806], [6.5394, 4.7363, -2.4116], [6.6001, 5.0488, -0.0568], [1.7603, -0.2210, 0.9331], [2.5771, -5.2594, -0.7089], [0.1968, -5.2417, -1.5156], [-1.6513, -3.9652, -2.2370], [-1.7300, -2.2464, -2.0159], [-2.9134, -4.4769, -0.4560], [-2.1550, -3.2803, 0.5928], [-3.7536, -1.7206, 0.2568], [-3.9794, -2.0762, -1.5142], [-5.1038, -4.2340, -0.7760], [-5.1025, -3.6077, 0.8767], [-7.2328, -3.2448, -0.6739], [-6.2474, -1.9756, -1.4155], [-6.7477, -0.5442, 0.3279], [-6.1749, -1.7536, 1.5095], [-8.8464, -2.4067, 0.3928], [-8.3109, -2.3511, 2.0926], [-9.6472, -0.5553, 2.2923], [-8.3803, 0.3473, 1.4828], [-9.7610, -0.7257, -0.6706], [-11.0671, -0.6083, 0.5131], [-9.5667, 1.9325, 0.4896], [-10.1875, 1.4702, -1.1234], [-12.3055, 2.0288, -0.5882], [-12.2783, 1.1172, 0.9302], [-11.1255, 2.9484, 2.0163], [-12.6756, 3.5084, 1.3168], [-12.1100, 5.5679, 1.2064], [-10.3437, 5.8723, 1.1643], [-11.3149, 6.0008, -0.3085], [-0.3415, -0.2591, 1.8059], [-1.6559, -1.1576, 1.4957], [-0.5136, 0.8785, -1.1213]]}

---

No. 2
{"formula": "C27H32Ge2N2O2STc", "method": "the ωB97M-V functional and the def2-TZVPD basis", "homo_lumo_gap_ev": [5.82, 6.08], "e_above_lowest_ev": 2.980, "total_charge": 3, "multiplicity": 3, "lumo_ev": [-9.724, -9.938], "elements": ["Tc", "C", "C", "C", "C", "C", "C", "C", "C", "C", "S", "C", "N", "H", "H", "H", "H", "H", "H", "H", "H", "C", "Ge", "C", "C", "Ge", "C", "C", "C", "C", "C", "C", "C", "C", "C", "C", "C", "C", "H", "H", "H", "H", "H", "H", "H", "H", "H", "H", "H", "H", "H", "H", "H", "H", "H", "H", "H", "N", "C", "C", "O", "O", "H", "H", "H", "H", "H"], "xyz": [[0.5295, -0.0501, -1.4582], [0.5827, 3.0357, -1.1786], [-0.7247, 2.6034, -1.7632], [-1.6579, 3.5245, -2.2498], [-2.8740, 3.0858, -2.7085], [-3.1865, 1.7105, -2.6868], [-4.4252, 1.1764, -3.1185], [-4.6576, -0.1713, -3.0456], [-3.6641, -1.0429, -2.5600], [-2.4389, -0.5513, -2.1660], [-1.1441, -1.5825, -1.5834], [-2.2021, 0.8322, -2.2109], [-0.9857, 1.2911, -1.7596], [0.9024, 3.9957, -1.5787], [1.3910, 2.3151, -1.3822], [0.4834, 3.1300, -0.0938], [-1.4032, 4.5752, -2.2635], [-3.6029, 3.7911, -3.0903], [-5.1840, 1.8484, -3.4988], [-5.6091, -0.5755, -3.3618], [-3.8603, -2.1065, -2.5009], [3.4920, -3.0891, 1.5397], [3.4757, -1.4378, 2.4901], [4.0562, 0.0885, 1.5034], [3.1583, -1.3003, 4.3584], [-0.1512, -0.2562, 0.8808], [-0.6049, 1.3970, 1.7703], [-1.8233, 2.0326, 1.5209], [-2.1150, 3.2421, 2.1384], [-1.1886, 3.8306, 2.9902], [0.0199, 3.1992, 3.2506], [0.3116, 1.9867, 2.6395], [-0.9365, -1.6900, 1.8999], [-0.2649, -2.6915, 2.5934], [-0.9717, -3.6377, 3.3231], [-2.3573, -3.5883, 3.3562], [-3.0380, -2.5989, 2.6571], [-2.3326, -1.6448, 1.9390], [4.4189, -3.6047, 1.8162], [3.4902, -2.8942, 0.4691], [2.6595, -3.7343, 1.8129], [5.1486, 0.1175, 1.5988], [3.6578, 1.0197, 1.9021], [3.8045, -0.0324, 0.4507], [4.0966, -1.5828, 4.8512], [2.3796, -1.9892, 4.6822], [2.9108, -0.2778, 4.6356], [-2.5578, 1.5914, 0.8537], [-3.0677, 3.7236, 1.9604], [-1.4086, 4.7838, 3.4520], [0.7303, 3.6500, 3.9311], [1.2593, 1.5013, 2.8626], [0.8175, -2.7477, 2.5795], [-0.4461, -4.4190, 3.8564], [-2.9100, -4.3161, 3.9347], [-4.1190, -2.5655, 2.6793], [-2.8841, -0.8694, 1.4156], [2.8302, -1.0611, -5.5632], [3.0927, -1.6546, -4.2060], [2.1977, -0.9684, -3.1938], [2.2806, -1.2766, -1.9773], [1.3707, -0.1083, -3.6017], [2.5298, -1.7610, -6.2445], [3.6462, -0.5816, -5.9481], [2.0681, -0.3717, -5.4442], [4.1378, -1.5289, -3.9344], [2.8679, -2.7191, -4.2229]]}

---

No. 3
{"formula": "C3H8N3S2", "method": "the ωB97M-V functional and the def2-TZVPD basis", "homo_lumo_gap_ev": 9.06, "e_above_lowest_ev": 2.938, "total_charge": 1, "lumo_ev": -4.367, "elements": ["C", "C", "C", "N", "N", "N", "S", "S", "H", "H", "H", "H", "H", "H", "H", "H"], "xyz": [[-1.3330, -0.1460, 0.6186], [0.4058, 0.5329, -0.9390], [2.0821, -1.1078, 0.1846], [-0.2784, -0.4708, -0.2736], [-2.5389, -0.4070, 0.2530], [1.0195, -0.0241, 0.2791], [-1.2057, 0.7215, 2.0521], [0.0311, 2.3370, -0.8338], [0.6322, 0.3150, -1.9639], [2.7044, -1.0596, -0.7888], [2.6419, -0.9665, 1.0325], [1.5547, -2.1103, 0.1790], [-2.7989, -0.9131, -0.6240], [-3.3754, -0.1931, 0.7736], [0.1168, 0.8210, 2.1424], [0.3421, 2.6711, -2.0918]]}

---

No. 4
{"formula": "C7H5Cl2IO", "method": "the ωB97M-V functional and the def2-TZVPD basis", "homo_lumo_gap_ev": 9.09, "e_above_lowest_ev": 0.000, "lumo_ev": -0.310, "elements": ["C", "C", "C", "C", "C", "C", "C", "O", "Cl", "Cl", "I", "H", "H", "H", "H", "H"], "xyz": [[0.4645, 1.8609, 0.7346], [-0.5226, 1.4579, 1.7263], [0.7116, 1.0386, -0.2950], [-1.1705, 0.2199, 1.5853], [0.0709, -0.2183, -0.3227], [-0.9443, -0.6154, 0.5189], [0.5208, -1.1122, -1.4814], [-0.3707, -2.1346, -1.6675], [-1.5568, -2.2530, 0.7774], [0.6193, -0.1184, -3.1272], [2.6014, -1.7890, -1.1611], [1.0312, 2.7500, 1.0188], [-0.7233, 2.1128, 2.6400], [1.2002, 1.4380, -1.1264], [-1.9598, 0.0814, 2.4119], [0.0280, -2.7188, -2.2319]]}

---

No. 5
{"formula": "C33H33O5P", "method": "the ωB97M-V functional and the def2-TZVPD basis", "homo_lumo_gap_ev": 5.27, "e_above_lowest_ev": 0.602, "lumo_ev": -1.867, "elements": ["C", "O", "C", "C", "C", "C", "C", "C", "C", "C", "C", "C", "C", "O", "C", "C", "C", "C", "C", "H", "H", "H", "H", "H", "H", "H", "H", "H", "H", "H", "H", "H", "H", "H", "H", "H", "C", "C", "O", "C", "C", "P", "C", "C", "C", "C", "C", "C", "C", "C", "C", "C", "C", "C", "O", "O", "H", "H", "H", "H", "H", "H", "H", "H", "H", "H", "H", "H", "H", "H", "H", "H"], "xyz": [[5.7443, 4.0917, -0.9697], [4.5725, 4.9234, -1.1090], [3.3969, 4.4833, -0.5820], [2.2414, 5.2539, -0.8571], [1.0730, 5.0042, -0.1678], [0.9818, 3.9561, 0.7722], [-0.2505, 3.7983, 1.5796], [-0.3852, 2.6188, 2.4240], [-1.5594, 2.0824, 2.8703], [-1.6421, 0.8574, 3.6302], [-2.8855, 0.4323, 4.1710], [-2.9867, -0.6870, 4.9642], [-1.8312, -1.4597, 5.2537], [-2.0073, -2.5237, 6.0790], [-0.8710, -3.3372, 6.4376], [-0.5869, -1.0943, 4.6797], [-0.5098, 0.0376, 3.8801], [2.1207, 3.1577, 0.9823], [3.3091, 3.3875, 0.3028], [6.5027, 4.5888, -1.5741], [6.0677, 4.0479, 0.0790], [5.5681, 3.0754, -1.3489], [2.3218, 6.0601, -1.5840], [0.2090, 5.6521, -0.3244], [-1.1646, 4.1072, 1.0568], [0.5441, 2.1857, 2.7897], [-2.4986, 2.6109, 2.6810], [-3.7730, 1.0291, 3.9599], [-3.9349, -1.0108, 5.3890], [-1.2903, -4.0880, 7.1073], [-0.4348, -3.8188, 5.5523], [-0.1056, -2.7477, 6.9601], [0.3001, -1.7061, 4.8644], [0.4520, 0.2998, 3.4419], [2.0977, 2.3526, 1.7128], [4.1749, 2.7475, 0.4826], [3.9849, 7.2298, 2.2078], [2.7479, 7.4650, 3.0284], [1.7317, 6.5436, 2.6143], [0.5860, 6.7408, 3.3470], [-0.4772, 5.9251, 2.8157], [-2.0577, 6.1048, 3.5216], [-2.3525, 7.8275, 3.9934], [-1.7941, 8.9252, 3.3320], [-2.1162, 10.2257, 3.7473], [-2.9816, 10.4261, 4.8291], [-3.5378, 9.3237, 5.4901], [-3.2206, 8.0292, 5.0733], [-3.2667, 5.8898, 2.1711], [-3.2952, 6.7399, 1.0627], [-4.2329, 6.5281, 0.0437], [-5.1307, 5.4589, 0.1299], [-5.1119, 4.6175, 1.2480], [-4.1949, 4.8455, 2.2762], [-2.3445, 5.1352, 4.6288], [0.5876, 7.5322, 4.3001], [4.7188, 7.9895, 2.4849], [4.4135, 6.2436, 2.4133], [3.7830, 7.3073, 1.1352], [2.9571, 7.3090, 4.0947], [2.3797, 8.4894, 2.8779], [-0.1114, 4.8998, 2.5385], [-1.1071, 8.7852, 2.4974], [-1.6800, 11.0784, 3.2223], [-3.2231, 11.4385, 5.1585], [-4.2192, 9.4615, 6.3309], [-3.6381, 7.1611, 5.5857], [-2.5935, 7.5722, 0.9990], [-4.2590, 7.2046, -0.8121], [-5.8511, 5.2831, -0.6700], [-5.8115, 3.7850, 1.3317], [-4.1990, 4.2251, 3.1740]]}

---

In order of appearance, DFT total energy = -60847.9007, -161633.9823, -29372.1352, -42531.7668, -54279.2826 eV.